Entry 1:
{"formula": "C32H106O21", "method": "ωB97M-V/def2-TZVPD", "symbols": ["C", "O", "H", "H", "H", "H", "C", "O", "H", "H", "H", "H", "C", "O", "H", "H", "H", "H", "C", "O", "H", "H", "H", "H", "C", "O", "H", "H", "H", "H", "C", "O", "H", "H", "H", "H", "C", "O", "H", "H", "H", "H", "C", "O", "H", "H", "H", "H", "C", "O", "H", "H", "H", "H", "C", "O", "H", "H", "H", "H", "C", "C", "O", "H", "H", "H", "H", "H", "H", "C", "C", "O", "H", "H", "H", "H", "H", "H", "C", "C", "O", "H", "H", "H", "H", "H", "H", "C", "C", "O", "H", "H", "H", "H", "H", "H", "C", "C", "O", "H", "H", "H", "H", "H", "H", "C", "C", "O", "H", "H", "H", "H", "H", "H", "C", "C", "O", "H", "H", "H", "H", "H", "H", "C", "C", "O", "H", "H", "H", "H", "H", "H", "C", "C", "O", "H", "H", "H", "H", "H", "H", "C", "C", "O", "H", "H", "H", "H", "H", "H", "C", "C", "O", "H", "H", "H", "H", "H", "H"], "xyz": [[-4.0748, 2.5205, 4.9201], [-4.4484, 1.2709, 5.3503], [-4.7439, 2.9882, 4.1979], [-4.0836, 3.2551, 5.7254], [-3.0847, 2.4056, 4.4791], [-4.3691, 0.7236, 4.5655], [-3.3362, -1.2715, -4.4992], [-2.9056, -0.3564, -3.5080], [-3.9787, -2.0065, -4.0144], [-3.9406, -0.8328, -5.2931], [-2.5437, -1.7232, -5.0958], [-2.3664, -0.8758, -2.9070], [0.5213, 1.3067, -7.8653], [0.2620, 0.3245, -6.8133], [1.5882, 1.5273, -7.8318], [0.2216, 0.8163, -8.7914], [-0.1076, 2.1386, -7.5484], [0.1310, 0.7851, -5.9812], [-0.0817, 1.1150, 6.6605], [-0.1815, 0.4381, 5.4283], [0.5609, 0.4911, 7.2818], [0.3693, 2.0851, 6.4522], [-1.0446, 1.3109, 7.1324], [-0.9440, -0.1375, 5.5232], [-3.0079, -2.2900, 5.8556], [-2.4575, -1.0597, 6.2950], [-2.1931, -3.0132, 5.8215], [-3.8994, -2.6732, 6.3520], [-3.2986, -2.1298, 4.8174], [-3.1094, -0.3553, 6.3178], [-5.6658, -0.5411, -1.4720], [-6.8492, -0.3652, -0.6513], [-5.8616, -0.8335, -2.5036], [-5.1510, 0.4188, -1.5116], [-4.9838, -1.2712, -1.0361], [-7.3623, 0.2880, -1.1327], [3.3364, -6.4196, 3.0768], [4.6146, -5.9199, 3.4831], [2.7419, -5.5853, 2.7045], [3.3567, -7.3603, 2.5264], [2.8736, -6.6458, 4.0374], [4.9774, -6.3553, 4.2579], [-2.7636, 3.3570, -2.3252], [-2.2414, 2.7861, -3.4358], [-2.1090, 4.1401, -1.9426], [-3.6449, 3.9209, -2.6307], [-2.9128, 2.6908, -1.4755], [-2.7398, 1.9807, -3.5922], [-3.9546, -0.7854, 2.1718], [-4.7256, -0.1689, 3.2247], [-4.4460, -1.7164, 1.8892], [-4.0262, -0.1213, 1.3104], [-2.9336, -0.9502, 2.5160], [-5.6521, -0.3674, 3.0707], [-3.3391, 6.2798, 2.3117], [-2.3579, 7.1959, 2.7665], [-3.0389, 5.2623, 2.0614], [-4.0819, 6.1509, 3.0988], [-3.8978, 6.7786, 1.5198], [-1.9442, 6.7077, 3.4821], [2.8646, -0.4840, -3.8318], [4.3354, -0.2243, -3.9335], [4.5364, 1.1617, -3.7598], [2.3912, -0.0140, -2.9699], [2.6169, -1.5359, -3.6892], [2.3814, -0.0214, -4.6924], [4.5845, -0.5125, -4.9547], [4.9194, -0.7970, -3.2131], [3.9931, 1.7018, -4.3384], [0.8541, -3.9728, -4.5130], [0.8230, -5.0065, -5.6610], [1.0320, -4.3870, -6.8961], [1.7460, -3.3585, -4.6361], [0.9339, -4.3538, -3.4949], [0.0672, -3.2404, -4.6934], [-0.1197, -5.5438, -5.7641], [1.5558, -5.7834, -5.4429], [0.2415, -3.9099, -7.1589], [3.5828, 2.0682, 0.9506], [3.7873, 1.2869, -0.3842], [4.6987, 2.0066, -1.2306], [4.5019, 2.4754, 1.3720], [3.1600, 1.4380, 1.7330], [2.8916, 2.8993, 0.8107], [2.9009, 0.9918, -0.9458], [4.1720, 0.2985, -0.1330], [4.7087, 1.5974, -2.0990], [2.5118, -4.3719, -1.0864], [3.2261, -3.1436, -0.5796], [2.4532, -2.6318, 0.4744], [3.0561, -4.9322, -1.8466], [1.5044, -4.1190, -1.4171], [2.3583, -5.1396, -0.3280], [3.1484, -2.4270, -1.3972], [4.2595, -3.3401, -0.2939], [3.0242, -2.6381, 1.2461], [-0.6930, 0.9206, -0.0207], [0.1624, -0.2112, 0.7116], [0.1605, -1.4559, -0.0312], [-0.5146, 1.9194, 0.3777], [-1.7602, 0.6988, -0.0154], [-0.4964, 0.9203, -1.0928], [-0.1622, -0.4787, 1.7172], [1.2131, 0.0570, 0.8221], [0.8801, -1.9661, 0.3477], [-0.4581, -7.0144, -0.0700], [-0.6176, -8.1542, 0.8918], [-1.4607, -7.7539, 1.9599], [0.4280, -7.2524, -0.6584], [-0.2497, -6.0708, 0.4343], [-1.3363, -6.8912, -0.7038], [0.3805, -8.4673, 1.1981], [-1.0395, -9.0046, 0.3562], [-2.3132, -8.1454, 1.7560], [0.4997, 5.2908, 4.4207], [-0.3630, 5.9917, 5.3891], [-1.6607, 5.5720, 5.2280], [0.5204, 4.2049, 4.5125], [1.5498, 5.5656, 4.5200], [0.1467, 5.3679, 3.3923], [-0.3282, 7.0738, 5.2625], [-0.0024, 5.7510, 6.3892], [-2.2608, 5.9032, 5.9001], [4.2289, -1.0778, 3.1385], [4.1129, -2.5007, 3.6304], [4.2996, -3.3207, 2.4752], [4.1687, -0.4545, 4.0307], [3.3357, -0.7153, 2.6298], [5.1245, -0.7951, 2.5853], [3.2617, -2.7592, 4.2603], [4.9742, -2.7742, 4.2399], [4.8813, -4.0365, 2.7413], [-3.6123, -3.9094, -2.0652], [-2.4219, -3.3916, -1.2343], [-1.4966, -2.5275, -1.9031], [-3.3312, -4.2874, -3.0482], [-4.3720, -3.1414, -2.2107], [-4.1411, -4.6897, -1.5178], [-1.8699, -4.0929, -0.6085], [-2.7098, -2.7497, -0.4018], [-0.8277, -2.2040, -1.2952], [1.9550, 4.9003, -4.0582], [1.6938, 3.4059, -3.9886], [2.3786, 2.8851, -5.0872], [3.0255, 5.0949, -4.1233], [1.5918, 5.3630, -3.1405], [1.4627, 5.3348, -4.9282], [0.6385, 3.1331, -4.0010], [2.2192, 2.9492, -3.1499], [2.0075, 3.3258, -5.8551], [1.8010, 7.0571, 0.4766], [1.7494, 7.9478, -0.7860], [1.3772, 9.1548, -0.2097], [2.1545, 6.0363, 0.3317], [0.9254, 6.9959, 1.1229], [2.5225, 7.4015, 1.2175], [0.9138, 7.6115, -1.3999], [2.6651, 8.0349, -1.3708], [0.7155, 9.0583, 0.4792]], "forces_ev_per_angstrom": [[0.71, 1.38, -0.31], [-0.67, -0.79, 1.25], [-0.27, -0.33, -0.47], [0.40, -0.29, 0.35], [0.27, 0.80, -0.06], [-0.30, -0.61, -0.24], [-0.60, -0.26, -0.34], [-0.17, 0.51, -0.74], [0.19, -0.40, -0.30], [-0.19, 0.80, 0.42], [0.44, -0.30, 0.54], [0.40, -0.31, 0.43], [-0.44, -1.14, 2.04], [0.16, -0.23, -0.59], [-0.04, 0.32, -0.39], [0.04, 0.45, -0.01], [0.21, 0.50, -0.98], [0.08, 0.08, 0.00], [0.50, 0.02, -0.29], [-0.35, 0.21, -0.54], [-0.01, 0.43, 0.62], [0.22, -0.01, 0.23], [-0.09, -0.20, 0.07], [-0.25, -0.47, -0.11], [0.17, 0.43, -1.47], [0.33, -0.20, 0.80], [-0.18, -0.06, 0.39], [0.24, 0.19, 0.61], [-0.22, -0.31, -0.28], [-0.51, 0.14, -0.15], [-0.05, 0.71, 0.39], [0.75, -0.53, -0.71], [-0.35, -0.17, 0.02], [0.30, -0.03, -0.08], [-0.30, 0.00, 0.23], [-0.27, 0.05, 0.18], [-0.11, 0.03, 2.50], [0.75, 0.48, -0.99], [0.34, -0.28, -0.71], [0.18, 0.42, -0.56], [-0.69, -0.36, -0.10], [-0.37, -0.27, -0.12], [-0.62, 2.00, 1.41], [1.22, -1.30, -1.54], [0.44, -0.03, -0.11], [-0.70, -0.16, 0.60], [-0.39, -0.26, -0.07], [0.17, -0.45, -0.29], [-1.03, 0.35, -0.02], [0.40, -0.57, -0.33], [0.34, -0.23, 0.04], [0.53, -0.06, -0.15], [-0.15, 0.11, -0.08], [-0.07, 0.10, 0.03], [-1.36, 0.71, 0.44], [0.29, -0.70, -0.38], [0.62, 0.19, -0.38], [-0.21, -0.12, 0.26], [0.30, -0.30, -0.35], [0.33, 0.15, 0.46], [-0.98, -0.23, 0.66], [-0.99, 0.12, -0.71], [1.28, 0.22, 0.50], [0.31, 0.26, 0.30], [-0.01, -0.11, -0.61], [-0.21, -0.46, -0.18], [0.67, -0.18, 0.03], [0.16, 0.35, 0.03], [-0.39, -0.09, -0.37], [0.35, 0.27, -0.98], [-0.63, 0.03, 1.24], [0.93, 0.13, -0.78], [0.33, -0.20, -0.21], [-0.66, -0.18, -0.18], [-0.41, -0.18, 0.62], [-0.32, -0.06, 0.65], [0.40, 0.15, -0.57], [-0.03, 0.02, 0.14], [-0.56, -0.24, -0.85], [1.03, 0.23, 0.47], [-0.52, 0.03, 1.51], [0.22, -0.14, -0.43], [-0.12, -0.20, -0.14], [0.02, 0.11, -0.06], [-0.67, 0.72, 0.19], [0.62, -0.19, 0.20], [-0.09, -0.08, -0.60], [-0.04, -1.23, 0.13], [-0.86, -0.47, -1.13], [0.23, 0.45, 0.84], [0.00, 0.42, -0.47], [0.11, 0.12, -0.26], [0.12, 0.20, 0.54], [0.62, 0.30, -0.04], [-0.05, 0.15, 0.07], [0.11, -0.19, 0.50], [0.59, -1.60, 0.32], [-0.43, 0.14, -0.89], [-1.03, 1.11, -0.13], [0.05, -0.17, 0.13], [-0.10, -0.06, 0.57], [0.60, 0.05, -0.01], [-0.50, 0.57, 0.13], [0.03, 0.55, -0.18], [0.64, -0.49, -0.12], [0.51, 0.12, -0.45], [-0.06, 0.30, -0.49], [0.01, -0.58, 0.24], [-0.11, 0.22, -0.53], [-0.07, -0.06, 0.17], [0.09, 0.07, -0.08], [-0.13, 0.02, 0.74], [-0.08, -0.20, 0.06], [-0.15, 0.13, 0.33], [0.82, -1.20, -1.23], [0.93, 0.68, 1.14], [-2.06, -0.96, -0.70], [-0.31, -0.15, 0.71], [-0.09, 0.42, -0.22], [0.15, 0.70, -0.16], [0.37, 0.25, -0.04], [0.05, 0.15, 0.31], [0.20, 0.15, 0.12], [-1.11, 0.99, 1.50], [2.00, -0.24, -0.66], [-0.69, -0.21, -0.27], [0.38, 0.29, 0.21], [-0.02, -0.42, -0.56], [-0.05, -0.52, 0.02], [-0.55, 0.22, -0.51], [0.11, 0.56, 0.52], [-0.23, -0.55, -0.18], [0.52, 0.35, 0.48], [0.49, 1.36, 1.41], [-0.88, -0.71, -2.06], [0.21, -0.06, 0.11], [0.22, 0.22, -0.08], [0.26, -0.19, 0.06], [0.10, -1.10, -0.85], [-1.35, 0.09, 0.17], [0.29, 0.24, 0.73], [-0.44, 0.03, 1.06], [0.85, 0.78, 0.40], [0.24, -1.36, -1.44], [-0.02, -0.13, -0.02], [-0.15, 0.37, -0.11], [-0.11, 0.11, 0.04], [-0.12, 0.06, 0.18], [-0.41, 0.14, 0.41], [0.23, -0.13, -0.37], [1.73, -1.47, 0.19], [-1.71, -1.40, 2.46], [0.28, 2.95, -0.65], [-0.28, -0.29, -0.40], [-0.75, 0.16, -0.81], [0.44, 0.63, -0.36], [0.23, -0.31, -0.57], [-0.02, 0.07, 0.33], [0.04, -0.38, -0.18]], "homo_lumo_gap_ev": 9.59, "energy_ha": -2862.4531}

---

Entry 2:
{"formula": "C2H3NO2", "method": "ωB97M-V/def2-TZVPD", "symbols": ["C", "C", "N", "O", "O", "H", "H", "H"], "xyz": [[0.2676, -0.8469, 0.2245], [0.3860, 0.7256, 0.2904], [-1.7591, -0.0532, -0.1287], [-0.8784, 1.0548, -0.3049], [-0.9866, -1.1482, 0.1032], [1.4720, -1.8258, -1.0558], [0.3179, 1.0197, 1.2718], [1.1805, 1.0740, -0.4004]], "forces_ev_per_angstrom": [[2.99, -0.34, 0.33], [-1.09, -3.14, -4.11], [-0.37, 2.67, -0.46], [-1.54, -1.37, 0.21], [0.86, 0.30, -0.55], [-1.22, 0.98, 1.11], [0.71, 0.87, 2.43], [-0.34, 0.04, 1.03]], "e_above_lowest_kj_mol": 913.4, "homo_lumo_gap_ev": [8.94, 7.84], "energy_ha": -282.9101}

---

Entry 3:
{"formula": "C4H12NO", "method": "ωB97M-V/def2-TZVPD", "symbols": ["C", "N", "C", "C", "C", "H", "H", "H", "H", "H", "H", "H", "H", "H", "H", "H", "H", "O"], "xyz": [[1.2961, 0.6524, -0.9876], [-0.0437, 0.3106, -1.6032], [-0.2860, -1.0735, -1.0010], [0.2036, -0.9447, 0.4462], [1.0956, 0.3251, 0.4780], [1.6299, 1.6372, -1.2892], [2.0070, 0.0135, -1.4815], [-0.6934, 1.0031, -1.2396], [-0.0481, 0.1735, -2.6098], [-1.3126, -1.4082, -1.0798], [0.4522, -1.6822, -1.4952], [0.6411, -1.8718, 0.8204], [-0.6197, -0.7359, 1.1076], [0.4768, 1.0798, 0.9482], [2.0847, 0.3092, 0.9282], [-2.2748, 1.4995, 2.6321], [-2.7149, 0.1029, 2.7955], [-1.8938, 0.6095, 2.6306]], "forces_ev_per_angstrom": [[0.12, 0.24, -0.80], [0.44, -1.07, 0.94], [0.67, 0.44, 1.03], [-0.04, 0.17, 0.55], [-0.06, -0.08, -0.78], [-0.42, 0.49, 0.34], [0.31, -0.65, 0.04], [-0.49, -0.04, -0.55], [-0.12, 0.79, -0.15], [0.00, 0.03, -0.40], [-0.30, -0.51, -0.65], [0.25, 0.15, -0.33], [-0.41, -0.04, 0.22], [0.27, 0.45, 0.21], [-0.22, -0.38, 0.41], [0.46, 0.11, 0.04], [0.75, -0.09, -0.02], [-1.21, 0.01, -0.09]], "charge": 1, "e_above_lowest_kj_mol": 66.9, "homo_lumo_gap_ev": 11.64, "energy_ha": -289.3494}